1.
Molecular formula: C27H38BN6PtS5
Method: DFT, ωB97M-V/def2-TZVPD

## Properties
- energy (Eh) = -3515.576273
- LUMO level (eV) = 2.4
- molecular weight (g/mol) = 812.9
- highest occupied orbital energy (eV) = -3.230
- net charge = -1
- HOMO-LUMO gap (Ha) = 0.20669

Structure (XYZ):
```
78
C27H38BN6PtS5 (ωB97M-V/def2-TZVPD)
Pt 1.995 0.387 -0.634
C 3.289 2.073 3.653
C 1.860 2.315 4.122
C 1.754 1.956 5.605
C 1.536 3.795 3.892
N 0.827 1.520 3.396
C -0.518 1.776 3.639
C -1.230 1.058 2.752
N -0.349 0.337 1.988
B -0.730 -0.387 0.661
N -1.758 0.457 -0.092
C -2.992 0.054 -0.548
C -3.407 0.952 -1.456
N -2.414 1.919 -1.587
C -1.406 1.618 -0.712
S 0.018 2.446 -0.341
C -2.501 2.934 -2.669
C -1.245 3.783 -2.820
C -3.692 3.842 -2.361
C -2.713 2.186 -3.992
N -1.237 -1.800 0.984
C -1.398 -2.300 2.261
C -1.570 -3.628 2.170
N -1.496 -3.974 0.824
C -1.313 -2.828 0.084
S -1.274 -2.596 -1.578
C -1.530 -5.404 0.426
C -2.954 -5.919 0.652
C -0.538 -6.167 1.313
C -1.130 -5.654 -1.024
C 0.911 0.628 2.372
S 2.317 -0.096 1.677
H 3.921 2.754 4.227
H 3.415 2.279 2.594
H 3.619 1.053 3.835
H 2.488 2.529 6.173
H 1.956 0.894 5.753
H 0.766 2.179 6.009
H 2.310 4.406 4.358
H 0.577 4.085 4.322
H 1.513 4.010 2.824
H -0.844 2.448 4.409
H -2.292 1.013 2.586
H 0.299 -0.416 0.010
H -3.443 -0.864 -0.221
H -4.311 0.979 -2.033
H -1.061 4.406 -1.948
H -1.406 4.426 -3.688
H -0.357 3.177 -2.989
H -3.540 4.353 -1.410
H -4.626 3.280 -2.306
H -3.795 4.594 -3.146
H -1.896 1.483 -4.157
H -2.724 2.905 -4.811
H -3.654 1.636 -4.015
H -1.368 -1.668 3.129
H -1.745 -4.352 2.942
H -3.255 -5.819 1.696
H -3.015 -6.973 0.379
H -3.656 -5.357 0.035
H -0.817 -6.155 2.366
H 0.460 -5.741 1.215
H -0.504 -7.209 0.992
H -1.834 -5.221 -1.726
H -1.099 -6.737 -1.160
H -0.149 -5.240 -1.248
S 1.727 0.764 -2.844
C 3.348 0.692 -3.510
C 3.558 0.875 -4.878
C 4.832 0.819 -5.416
C 5.924 0.577 -4.586
C 5.726 0.396 -3.228
C 4.447 0.456 -2.677
S 4.219 0.250 -0.945
H 2.702 1.060 -5.517
H 4.975 0.962 -6.481
H 6.925 0.528 -4.998
H 6.569 0.204 -2.574
```

***

2.
Molecular formula: C20H20ClMgN2O6S
Method: DFT, ωB97M-V/def2-TZVPD

## Properties
- energy (Eh) = -2393.820086
- LUMO level (eV) = 2.1
- energy relative to the best compared isomer or geometry (same formula, charge and spin) (eV) = 0.438
- molecular weight (g/mol) = 476.2
- highest occupied orbital energy (eV) = -5.145
- net charge = -1
- HOMO-LUMO gap (Ha) = 0.26720

Structure (XYZ):
```
51
C20H20ClMgN2O6S (ωB97M-V/def2-TZVPD)
Mg -0.418 0.075 0.144
Cl 4.266 2.197 5.109
C 2.927 1.917 4.022
C 2.278 3.012 3.438
C 1.213 2.805 2.604
C 0.736 1.500 2.272
O -0.289 1.352 1.521
C 1.451 0.401 2.864
C 1.093 -0.956 2.564
N 0.254 -1.249 1.643
C -0.166 -2.524 1.298
C 0.535 -3.699 1.440
C -0.018 -4.915 1.002
C -1.262 -4.958 0.434
C -2.003 -3.770 0.254
C -3.291 -3.721 -0.329
C -3.898 -2.517 -0.510
C -3.207 -1.341 -0.148
N -2.054 -1.349 0.472
C -1.442 -2.546 0.667
C 2.519 0.641 3.744
H 2.627 4.014 3.652
H 0.704 3.642 2.142
H 1.546 -1.739 3.185
H 1.535 -3.687 1.858
H 0.557 -5.826 1.116
H -1.688 -5.897 0.100
H -3.762 -4.645 -0.643
H -4.869 -2.441 -0.978
H -3.627 -0.366 -0.359
H 3.036 -0.199 4.195
O -0.100 0.222 -3.361
S -0.749 -0.364 -2.205
O -1.772 -1.351 -2.545
O -1.376 0.727 -1.346
O 0.268 -1.000 -1.278
C 0.796 3.244 -1.135
C 2.169 2.679 -0.848
O 2.108 1.337 -0.382
C 3.400 0.761 -0.378
C 3.322 -0.735 -0.128
H 0.887 4.281 -1.462
H 0.170 3.189 -0.245
H 0.312 2.657 -1.912
H 2.693 3.289 -0.094
H 2.773 2.706 -1.765
H 4.018 1.261 0.384
H 3.872 0.941 -1.353
H 3.183 -0.946 0.931
H 4.240 -1.219 -0.464
H 2.473 -1.129 -0.688
```

***

3.
Molecular formula: H21O10
Method: DFT, ωB97M-V/def2-TZVPD

## Properties
- energy (Eh) = -764.644774
- LUMO level (eV) = -3.2
- energy relative to the best compared isomer or geometry (same formula, charge and spin) (eV) = 3.784
- molecular weight (g/mol) = 181.2
- highest occupied orbital energy (eV) = -14.537
- net charge = +1
- HOMO-LUMO gap (Ha) = 0.41696

Structure (XYZ):
```
31
H21O10 (ωB97M-V/def2-TZVPD)
O 1.718 -2.011 -2.318
H 0.311 -1.314 -2.684
H 2.355 0.017 1.267
O 3.087 0.299 0.727
H -0.803 0.545 1.169
H 0.169 1.745 2.272
O -0.454 1.797 3.042
H 2.246 -1.254 -2.176
H -0.082 1.121 3.752
O -1.899 -1.738 1.648
H -1.099 -2.079 2.152
H -2.596 -1.983 2.533
O -0.175 -0.481 -3.033
H 3.060 -2.512 1.757
H -0.987 -0.487 -3.632
O -0.221 1.619 -1.709
H 0.124 1.298 -0.857
H -0.291 0.902 -2.497
O -0.176 0.097 0.666
H -1.299 1.751 -1.475
H 0.427 -0.404 1.243
O -2.328 0.488 -1.044
H -2.216 0.038 -0.252
H 1.373 -2.398 -1.395
O -1.588 2.728 0.246
H 3.757 -0.456 0.290
O 2.139 -2.513 1.341
H 1.860 -3.304 1.727
H -3.262 0.562 -1.166
H -2.075 2.330 1.005
H -1.796 3.607 0.442
```